A structure of composition C61H51BaBrN8P at a distorted geometry, computed with ωB97M-V with the def2-TZVPD basis set.

```
123
Properties=species:S:1:pos:R:3:forces:R:3
Ba 0.93746 0.15746 0.71073 0.4 1.4 -0.6
C -7.04511 1.08418 -0.11313 0.0 0.0 0.0
C -6.51579 0.81927 1.26582 0.0 0.0 0.0
C -7.36582 0.49358 2.31185 0.0 0.0 0.0
C -6.88664 0.24172 3.58889 0.0 0.0 0.0
C -5.52187 0.29859 3.81947 0.0 0.0 0.0
C -4.64637 0.60876 2.79122 0.0 0.0 0.0
C -5.13725 0.88812 1.51764 0.0 -0.1 0.0
N -4.29773 1.20144 0.43851 -0.2 0.1 -0.2
C -2.91292 1.43764 0.54265 0.2 0.0 0.0
N -2.67656 2.43089 1.43501 0.0 0.1 0.0
C -1.50288 2.98046 2.05421 -0.3 0.0 -0.1
C -0.25185 2.41365 1.85180 0.0 0.0 0.2
C 0.78518 3.09331 2.51199 -0.1 0.0 0.0
C 0.60127 4.21864 3.30565 -0.1 0.0 0.0
C -0.68071 4.72114 3.47158 0.0 0.0 0.0
C -1.76169 4.11475 2.84658 0.1 0.0 0.0
C -3.14412 4.68403 3.03177 -0.1 0.0 0.0
N -2.05685 0.83706 -0.21693 0.0 -0.1 0.2
C -2.57578 -0.19420 -1.03880 0.1 0.1 0.1
C -3.18120 -1.32899 -0.49763 0.0 0.0 0.0
C -3.76028 -2.28483 -1.31448 0.0 0.0 -0.1
C -3.71484 -2.13293 -2.69241 0.0 0.0 0.0
C -3.06315 -1.03661 -3.23220 0.0 0.0 0.0
C -2.48221 -0.06165 -2.42979 0.0 -0.1 0.0
C -1.77908 1.11514 -3.03176 0.0 0.1 -0.1
H -8.13395 1.07625 -0.11548 0.0 0.0 0.0
H -6.71211 0.33005 -0.83194 0.0 0.0 0.0
H -6.70390 2.05105 -0.48726 0.0 0.0 0.0
H -8.42964 0.44199 2.11490 0.0 0.0 0.0
H -7.57049 -0.00500 4.38902 0.0 0.0 0.0
H -5.12309 0.08783 4.80207 0.0 0.0 0.0
H -3.58173 0.62922 2.97417 0.1 0.0 0.0
H -4.55563 0.74848 -0.42704 0.0 0.0 0.1
H -3.53838 2.86011 1.72942 0.1 0.0 0.0
H 1.80490 2.73285 2.41229 0.1 -0.1 0.0
H 1.44248 4.69611 3.79391 0.0 0.0 0.0
H -0.85564 5.59568 4.08980 0.0 0.0 0.0
H -3.11013 5.56055 3.67874 0.0 0.0 0.0
H -3.83386 3.96942 3.49328 0.0 0.0 0.0
H -3.59212 4.99718 2.08376 0.0 0.0 0.0
H -3.20014 -1.43829 0.58062 0.0 0.0 0.0
H -4.23438 -3.15211 -0.87511 0.0 0.0 0.0
H -4.15322 -2.87965 -3.34136 0.0 0.0 0.0
H -2.99200 -0.92956 -4.30793 0.0 0.0 0.0
H -1.84748 1.08826 -4.11961 0.0 0.0 0.0
H -0.72288 1.12759 -2.75685 0.1 0.0 0.0
H -2.19306 2.05768 -2.67329 0.0 0.0 0.0
N -3.77917 -9.62734 0.04069 0.0 -0.1 0.0
C -3.25411 -8.60693 0.09761 0.1 0.2 0.0
C -2.60233 -7.32364 0.17052 -0.1 -0.2 0.0
C -1.28514 -7.18545 -0.25621 0.0 0.0 0.0
C -0.67387 -5.94689 -0.18576 0.0 0.0 0.0
C -1.36056 -4.84431 0.31479 0.1 0.0 0.0
C -2.67344 -4.99784 0.74800 -0.1 0.0 0.0
C -3.29989 -6.22805 0.67292 0.0 0.0 0.0
C -0.69308 -3.51359 0.39668 -0.1 -0.1 0.0
C -0.56404 -3.01049 1.69625 -0.1 0.1 0.0
C -0.79319 -3.74709 2.89779 0.0 -0.1 0.0
C -0.52320 -2.89988 3.94257 0.0 0.0 0.0
C -0.15282 -1.66647 3.35033 -0.1 -0.1 -0.1
N -0.17128 -1.72299 2.02867 -0.3 -0.7 0.2
C -0.30009 -2.97840 -0.83476 0.2 0.1 0.0
C -0.61988 -3.52530 -2.11279 0.0 -0.1 -0.1
C -0.02547 -2.72016 -3.05021 0.1 0.0 0.0
C 0.64486 -1.71084 -2.31363 0.0 0.0 0.0
N 0.48453 -1.84478 -1.00861 -0.2 -0.4 -0.1
H -0.74837 -8.04273 -0.63859 0.0 0.0 0.0
H 0.34740 -5.82328 -0.51805 0.0 0.0 0.0
H -3.20002 -4.14417 1.15104 0.0 0.0 0.0
H -4.32128 -6.34765 1.00740 0.0 0.0 0.0
H -1.08585 -4.78124 2.96548 0.0 -0.1 0.0
H -0.56671 -3.11612 4.99621 0.0 0.0 0.1
H 0.12191 -0.75542 3.86091 0.1 0.1 0.0
H -1.24697 -4.38140 -2.30090 0.0 0.0 0.0
H -0.06680 -2.81289 -4.12237 0.0 0.0 -0.1
H 1.24430 -0.90432 -2.71242 0.0 0.1 0.0
N 3.10910 2.42991 -3.13866 0.0 -0.2 -0.3
P 3.53957 0.91413 -2.41733 0.0 0.1 0.5
C 4.78676 0.42415 -3.65953 -0.1 -0.1 -0.1
C 5.90263 1.19898 -3.97098 0.0 0.0 0.0
C 6.80705 0.76910 -4.92554 0.0 0.0 0.0
C 6.61668 -0.44946 -5.56747 0.0 0.0 0.0
C 5.51824 -1.23327 -5.25525 0.0 0.0 0.0
C 4.60371 -0.79251 -4.30641 0.0 0.0 -0.1
C 4.70843 1.45941 -1.12013 0.2 0.1 -0.1
C 5.46641 0.48370 -0.47641 0.0 0.0 0.0
C 6.47728 0.84485 0.39399 0.0 0.0 0.1
C 6.72552 2.18621 0.64980 0.0 0.0 0.1
C 5.94693 3.16189 0.04897 0.0 0.0 0.0
C 4.94176 2.80020 -0.84005 0.0 -0.1 0.0
C 1.93289 3.07201 -2.80271 0.1 0.0 -0.1
C 1.36414 4.00881 -3.67584 0.0 0.0 0.1
C 0.21523 4.65316 -3.27640 -0.1 0.0 0.0
C -0.34417 4.34523 -2.04169 0.0 0.0 0.0
C 0.28249 3.39244 -1.26179 0.0 0.0 0.0
N 1.41206 2.76844 -1.61724 -0.1 -0.1 -0.1
H 3.44886 2.59909 -4.07518 0.0 0.0 0.1
H 6.07493 2.12853 -3.44009 0.0 0.0 0.0
H 7.67117 1.37606 -5.16044 0.0 0.0 0.0
H 7.33282 -0.78991 -6.30326 0.0 0.0 0.0
H 5.36985 -2.18621 -5.74325 0.0 0.0 0.0
H 3.74251 -1.40136 -4.06080 0.0 0.0 0.0
H 5.26589 -0.56573 -0.65203 0.0 -0.1 0.0
H 7.04042 0.08083 0.91242 0.0 0.0 0.0
H 7.50201 2.46528 1.34951 0.0 0.0 0.0
H 6.11831 4.20732 0.26734 0.0 0.0 0.0
H 4.34285 3.55779 -1.32633 0.0 0.0 0.0
H 1.82442 4.21265 -4.63379 0.0 0.0 0.0
H -0.24749 5.38555 -3.92741 0.0 0.0 0.0
H -1.24665 4.82018 -1.68633 0.0 0.0 0.0
H -0.12054 3.10270 -0.29928 0.0 0.0 0.1
Br 6.68873 -0.55274 5.52425 0.1 0.0 0.1
C 5.28377 -0.35397 4.24299 0.0 0.0 0.0
C 4.57311 -1.46530 3.83271 0.0 0.1 0.0
C 3.56014 -1.28895 2.89113 0.0 -0.1 -0.1
C 3.21536 -0.06039 2.29808 0.3 0.0 0.3
C 3.98924 1.00953 2.78143 0.0 0.1 -0.1
C 4.99703 0.89815 3.73465 0.1 0.0 0.0
H 4.79690 -2.43938 4.24761 0.0 -0.1 0.0
H 3.01482 -2.18840 2.61172 -0.1 -0.1 0.0
H 3.82744 2.01229 2.39042 0.0 0.1 0.0
H 5.55926 1.76234 4.06673 0.0 0.0 0.0
```
Forces are in eV/Å.

For the LUMO energy, the calculation gives 1.62 eV. The value obtained for the HOMO energy is -0.1667 Ha. Its total charge is -1. The relative energy (zero: lowest compared OMol25 entry of this formula, charge and spin) is 5.52 kcal per mole. As for the strongest force on any atom: 1.60 eV/A.